# 1
# C2H5NOS

2 unconnected molecules or ions with the total composition C2H5NOS (the ωB97M-V functional and the def2-TZVPD basis, OMol25).

Geometry as ORCA input:
```
! wB97M-V def2-TZVPD RIJCOSX def2/J DEFGRID3
* xyz 0 1
C -1.8013 1.2682 0.3877
C -2.5401 0.3224 0.4993
N 1.6041 -1.3808 -0.5251
O 1.3693 1.2293 -0.3141
S 1.6569 0.0803 0.5196
H -1.5749 2.2841 0.2859
H 2.5757 -1.7408 -0.8489
H -2.6144 -0.7288 0.4080
H 1.0493 -1.0594 -1.3443
H 0.2754 -0.2745 0.9319
*
```

## Properties
Energy, eV: -16523.6588
Energy above the lowest of the compared OMol25 structures with the same formula, charge and spin, kJ/mol: 455.7

=====

# 2
# C2H5NOS

2 unconnected molecules or ions with the total composition C2H5NOS (the ωB97M-V functional and the def2-TZVPD basis, OMol25).

Geometry as ORCA input:
```
! wB97M-V def2-TZVPD RIJCOSX def2/J DEFGRID3
* xyz 0 1
C 0.1033 -1.4585 0.0650
C 0.5751 1.0268 -0.6205
N -1.0993 -1.6056 0.1046
O -0.6104 2.5699 1.0991
S -0.7645 1.9883 -0.2020
H 0.6446 -1.2059 -0.8647
H 0.8372 -1.4639 0.9244
H 1.3746 1.2012 0.0757
H 0.6198 0.5877 -1.5257
H -1.6804 -1.6400 0.9442
*
```

## Properties
Energy, eV: -16524.4531
Energy above the lowest of the compared OMol25 structures with the same formula, charge and spin, kJ/mol: 379.0

=====

# 3
# C2H5NOS

C2H5NOS in the gas phase (the ωB97M-V functional and the def2-TZVPD basis, OMol25).

Geometry as ORCA input:
```
! wB97M-V def2-TZVPD RIJCOSX def2/J DEFGRID3
* xyz 0 1
C 1.6120 -1.1170 0.0583
C -0.9875 -0.8932 -0.0596
H 2.2176 -1.0266 -0.8339
H 2.1017 -0.7602 1.0101
H 1.3267 -2.1168 0.1237
H -0.9260 1.4046 0.2721
H -1.0913 -2.0285 -0.2239
N 0.3021 -0.3998 -0.0549
O -1.9965 -0.2225 0.0650
S 0.4051 1.3229 -0.0297
*
```

## Properties
Energy, eV: -16526.9701
Structure (SMILES): CN(S)C=O
Energy above the lowest of the compared OMol25 structures with the same formula, charge and spin, kJ/mol: 136.2

=====

# 4
# C2H5NOS

A molecular structure, C2H5NOS (the ωB97M-V functional and the def2-TZVPD basis, OMol25).

Geometry as ORCA input:
```
! wB97M-V def2-TZVPD RIJCOSX def2/J DEFGRID3
* xyz 0 1
C -1.3428 -0.4205 -0.4007
C 0.1570 0.0213 0.8622
N 1.1058 0.3924 -0.1515
O -0.7903 -0.0135 -1.5316
S -2.6484 -1.2142 -0.1267
H 0.4316 -0.7985 1.4270
H -0.2929 0.8107 1.4888
H 1.6115 1.2314 0.1891
H 0.1645 0.3354 -1.3799
H 1.6040 -0.3446 -0.3767
*
```

## Properties
Energy, eV: -16525.6492
Energy above the lowest of the compared OMol25 structures with the same formula, charge and spin, kJ/mol: 263.6